24
Properties=species:S:1:pos:R:3 method="wB97M-V/def2-TZVPD" multiplicity=1 mol_weight_g_mol=118.2 homo_energy_ev=-14.414 charge=+1 de_lowest_kj_mol=259.6 energy_ev=-10010.6214 gap_ev=10.6
C 2.56 -0.83 0.87
C 2.29 0.61 -1.20
C -1.95 0.07 -1.33
C -2.53 -0.71 0.98
C 1.70 0.37 0.21
C -1.78 0.24 0.18
N -1.40 1.37 0.79
O 0.31 -0.27 0.08
H 3.64 -0.68 1.28
H 1.99 -0.93 1.86
H 2.64 -1.81 0.30
H 1.99 -0.19 -1.82
H 3.36 0.81 -1.14
H 1.92 1.45 -1.59
H -1.83 0.94 -1.99
H -1.39 -0.74 -1.70
H -3.02 -0.20 -1.43
H -2.62 -1.66 0.50
H -2.31 -0.89 2.05
H -3.53 -0.39 0.74
H 1.44 1.23 0.70
H -1.26 1.23 1.75
H -0.74 2.02 0.35
H 0.53 -1.03 -0.46